(1)
C46H71BF4O14Si | ωB97M-V/def2-TZVPD

Output
**SMILES string**: C#CCc1cc(B(O)OC)c(C#C)c2c1C(=O)c1c(COC(F)(F)F)c(C[C@@H](C)F)cc(CCO[Si](C)(C)C)c1C2=O.COCCOC.COCCOC.COCCOC.COCCOC
**Spin multiplicity**: 1

Each line ends with the Löwdin charge.
CARTESIAN COORDINATES (ANGSTROEM)
C  5.79563  -1.80513  3.11074  0.126
C  5.15393  -2.00639  2.12039  -0.123
C  4.33466  -2.06525  0.91843  -0.136
C  3.27551  -3.14612  1.00032  -0.126
C  3.50027  -4.39806  0.47894  0.037
C  2.56070  -5.40030  0.53459  -0.009
B  2.96171  -6.76199  -0.16779  -0.564
O  4.29383  -7.00188  -0.49373  0.147
O  2.03838  -7.72538  -0.50478  0.035
C  1.08349  -7.33318  -1.49296  -0.065
C  1.34705  -5.17426  1.17605  -0.108
C  0.34286  -6.18309  1.30016  -0.064
C  -0.53775  -6.97866  1.44889  0.168
C  1.09862  -3.90883  1.70158  -0.012
C  2.04492  -2.91316  1.59083  -0.017
C  1.63535  -1.57835  2.14271  -0.240
O  2.38299  -0.86775  2.77055  0.138
C  0.21056  -1.21703  1.86293  -0.019
C  -0.15264  0.06271  1.48839  -0.063
C  0.86485  1.14439  1.31427  -0.075
O  1.09312  1.32167  -0.10428  0.070
C  2.02355  2.24074  -0.40756  -0.678
F  3.25422  1.91698  0.06417  0.143
F  1.71779  3.47338  0.09810  0.132
F  2.10742  2.35350  -1.74467  0.165
C  -1.49647  0.29472  1.23366  -0.142
C  -1.99916  1.63085  0.75158  -0.056
C  -2.30214  1.58382  -0.77074  -0.327
C  -1.72162  2.76007  -1.54867  -0.026
F  -1.78744  0.41044  -1.33678  -0.023
C  -2.41649  -0.70672  1.38670  0.048
C  -2.07347  -1.98068  1.76867  -0.102
C  -3.11879  -3.05322  1.92113  -0.094
C  -4.18197  -3.04538  0.83119  -0.240
O  -5.04261  -1.91491  0.87859  -0.231
Si  -6.53992  -2.09351  1.61084  0.429
C  -7.75904  -2.82510  0.38234  -0.157
C  -7.03400  -0.36858  2.15369  -0.145
C  -6.51779  -3.28816  3.06817  -0.153
C  -0.72846  -2.21515  1.99277  -0.027
C  -0.20090  -3.56031  2.36961  -0.257
O  -0.74752  -4.30065  3.14899  0.141
H  6.49791  -1.68463  3.89495  0.024
H  4.97090  -2.20960  0.04739  0.117
H  3.84016  -1.10705  0.78085  0.113
H  4.44610  -4.57991  -0.00841  0.128
H  4.48073  -6.55202  -1.33301  0.099
H  0.11013  -7.69373  -1.17736  0.078
H  1.00466  -6.24624  -1.58735  0.092
H  1.36049  -7.73504  -2.46528  0.092
H  -1.30405  -7.69878  1.58077  0.045
H  0.49110  2.05705  1.77061  0.132
H  1.80205  0.90716  1.79894  0.115
H  -2.91932  1.88932  1.27275  0.117
H  -1.28218  2.42084  0.93648  0.101
H  -3.37673  1.54837  -0.95029  0.139
H  -0.81916  3.14266  -1.08153  0.063
H  -1.42486  2.37604  -2.52337  0.090
H  -2.45825  3.53750  -1.73037  0.074
H  -3.44907  -0.47102  1.18292  0.127
H  -3.57034  -2.92983  2.90607  0.123
H  -2.67126  -4.04085  1.93374  0.111
H  -3.68071  -3.06233  -0.13851  0.131
H  -4.74074  -3.98471  0.88580  0.110
H  -7.37177  -3.81181  0.12091  0.028
H  -8.71889  -3.01098  0.86074  0.033
H  -7.87434  -2.21858  -0.50992  0.030
H  -7.87945  -0.36776  2.83394  0.033
H  -7.23527  0.21578  1.25617  0.033
H  -6.17177  0.10195  2.62801  0.014
H  -7.41528  -3.10035  3.65693  0.034
H  -5.66419  -3.15013  3.72710  0.024
H  -6.56029  -4.31740  2.72050  0.033
C  4.46372  -5.70262  -4.78186  -0.099
O  4.23366  -4.98350  -3.57976  -0.208
C  4.61671  -3.61679  -3.65611  -0.197
C  3.42648  -2.70918  -3.87898  -0.202
O  2.81722  -2.93574  -5.13908  -0.185
C  1.65205  -3.73758  -5.06651  -0.107
H  3.90979  -6.63812  -4.71863  0.089
H  4.11873  -5.14563  -5.65479  0.087
H  5.52864  -5.93046  -4.89303  0.091
H  5.36294  -3.47132  -4.44208  0.129
H  5.08032  -3.35532  -2.69914  0.117
H  3.77092  -1.67061  -3.86747  0.128
H  2.69717  -2.83205  -3.07141  0.125
H  0.80821  -3.15651  -4.67921  0.090
H  1.80286  -4.61739  -4.43603  0.078
H  1.41335  -4.06844  -6.07606  0.090
C  -3.86910  6.20576  -4.42259  -0.110
O  -3.11899  6.24173  -3.22093  -0.195
C  -1.72247  6.08314  -3.42300  -0.207
C  -0.99134  7.40711  -3.37962  -0.203
O  -1.36389  8.25411  -4.45546  -0.189
C  -2.30657  9.24604  -4.09267  -0.112
H  -4.86483  6.58703  -4.20142  0.089
H  -3.41778  6.82666  -5.19932  0.084
H  -3.95873  5.17690  -4.78790  0.088
H  -1.52553  5.56758  -4.36785  0.130
H  -1.35220  5.45225  -2.60945  0.107
H  0.08227  7.21821  -3.47553  0.127
H  -1.16300  7.90506  -2.42043  0.127
H  -1.82154  10.05123  -3.53001  0.088
H  -3.12317  8.83206  -3.49680  0.083
H  -2.71986  9.66260  -5.01003  0.089
C  -4.81735  2.80293  3.86346  -0.106
O  -3.94636  1.69237  3.99563  -0.211
C  -2.84548  1.94164  4.85748  -0.201
C  -3.06181  1.35199  6.23366  -0.201
O  -4.13974  1.97672  6.91281  -0.188
C  -5.34264  1.23134  6.86717  -0.110
H  -5.74176  2.44602  3.41071  0.080
H  -5.04895  3.25268  4.83103  0.087
H  -4.37453  3.56216  3.20854  0.088
H  -2.64807  3.01560  4.92899  0.129
H  -1.96761  1.46543  4.40699  0.122
H  -2.16158  1.51859  6.83275  0.127
H  -3.22554  0.27231  6.16278  0.127
H  -5.29827  0.38530  7.56166  0.089
H  -5.55315  0.86030  5.86118  0.079
H  -6.15364  1.89060  7.17303  0.089
C  5.78974  3.68572  0.05653  -0.120
O  6.91069  4.52680  0.26800  -0.187
C  8.14979  3.88916  0.00534  -0.207
C  8.69916  4.25992  -1.35520  -0.207
O  7.87462  3.78328  -2.40738  -0.191
C  7.02035  4.77426  -2.94797  -0.113
H  4.90281  4.31716  0.02917  0.087
H  5.86343  3.14139  -0.88762  0.084
H  5.68693  2.97122  0.87993  0.087
H  8.05033  2.80262  0.09048  0.127
H  8.85561  4.22436  0.77191  0.125
H  9.68091  3.79205  -1.47806  0.125
H  8.82953  5.34389  -1.42957  0.126
H  7.58202  5.45472  -3.59756  0.088
H  6.52272  5.35192  -2.16580  0.084
H  6.26225  4.26936  -3.54499  0.088

***

(2)
C2H4O2Rb | ωB97M-V/def2-TZVPD

Output
**Charge**: -1
**Energy above the lowest of the compared OMol25 structures with the same formula, charge and spin**: 109.0 kcal per mole
**Spin multiplicity**: 1

Each line ends with the natural charge from an NBO analysis.
CARTESIAN COORDINATES (ANGSTROEM)
Rb  -4.58717  -1.23331  3.79139  0.191
O  2.46307  -0.04565  -1.17705  -0.777
C  1.03152  0.05142  -1.18377  -0.083
C  0.10844  0.22601  0.11556  -0.126
O  0.06034  -0.71350  1.20145  -0.722
H  0.66798  -0.84609  -1.68418  0.129
H  0.73122  0.94451  -1.73177  0.122
H  -0.94413  0.49885  0.03990  0.128
H  0.46871  1.11777  0.62847  0.138

***

(3)
C7H12N | ωB97M-V/def2-TZVPD

Output
**Charge**: +1
**Expectation value of S²**: 2.006
**Energy above the lowest of the compared OMol25 structures with the same formula, charge and spin**: 40.7 kcal per mole
**Spin multiplicity**: 3

Each line ends with the Löwdin spin population.
CARTESIAN COORDINATES (ANGSTROEM)
C  -0.79298  -2.11993  0.53790  0.102
C  -1.25285  -1.00772  -0.34955  0.090
C  1.40636  1.87796  1.83306  0.118
C  -0.20793  -0.09745  -2.46328  0.059
C  0.76064  0.73837  1.16023  0.527
C  0.48799  0.74670  -0.21160  0.491
C  -0.29427  -0.07793  -0.97344  0.395
N  -1.49475  -1.05542  1.09729  0.051
H  1.25321  2.75379  1.19902  0.022
H  2.58195  1.92236  1.70401  0.061
H  1.09458  1.77366  2.85376  0.003
H  -1.05051  0.45980  -2.86609  0.027
H  0.72817  0.31575  -2.88351  0.003
H  -0.42496  -1.12550  -2.84928  0.009
H  0.23650  -1.99868  0.65856  0.000
H  0.26454  -0.10971  1.71485  0.015
H  1.06411  1.46702  -0.76948  0.015
H  -1.19227  -3.10832  0.36069  0.006
H  -2.10730  -1.21184  -1.02776  0.001
H  -2.46581  -1.19146  1.25494  0.003

***

(4)
C21H37ClIrN3O4 | ωB97M-V/def2-TZVPD

Output
**Expectation value of S²**: 6.033
**Spin multiplicity**: 5

Each line ends with the Löwdin spin population.
CARTESIAN COORDINATES (ANGSTROEM)
O  -3.07840  -0.12594  -2.18358  0.231
C  -2.12006  0.49059  -2.61823  0.242
C  -1.03214  -0.00720  -3.54403  0.107
C  -0.32070  -1.21266  -3.35216  0.112
H  -0.19945  -1.63586  -2.35131  0.008
C  0.19797  -1.86758  -4.48476  0.007
H  0.64820  -2.85965  -4.40179  -0.001
C  0.12955  -1.23451  -5.74430  0.114
H  0.46187  -1.75522  -6.64567  0.008
C  -0.29004  0.09927  -5.84128  0.024
H  -0.24754  0.64508  -6.79456  -0.001
C  -0.76033  0.75332  -4.69915  0.074
H  -0.99252  1.82046  -4.67631  0.004
H  -1.88589  1.55500  -2.31928  0.022
C  0.14096  3.03768  -0.46462  0.044
C  1.07500  1.86468  -0.59380  0.196
H  0.38611  3.79691  -1.21872  0.000
H  0.16906  3.46527  0.53443  0.011
H  -0.88194  2.70414  -0.66547  0.006
C  1.80601  1.70069  -1.74953  0.485
C  2.87875  2.65826  -2.09231  0.083
H  1.53882  0.86880  -2.40919  0.024
H  2.89376  2.97349  -3.14028  0.018
H  3.85990  2.23884  -1.85414  0.021
H  2.72932  3.53844  -1.46265  0.001
Ir  1.00730  0.46048  0.64623  1.509
Cl  2.61059  1.84141  1.61289  0.288
C  2.41156  -0.75978  2.84431  0.000
O  1.19941  -0.56867  2.52377  0.007
N  2.81623  -0.94861  4.10735  -0.001
C  1.89117  -0.81099  5.21988  0.000
C  4.22745  -1.18494  4.41709  0.000
H  3.21531  -0.77420  2.09324  0.000
H  0.88999  -0.66907  4.80713  0.000
H  2.16919  0.04912  5.84856  0.000
H  1.92269  -1.71572  5.84107  0.000
H  4.77624  -1.37932  3.49462  0.000
H  4.33720  -2.05458  5.08230  0.000
H  4.68770  -0.32406  4.92576  0.000
H  -3.24149  -4.04169  -1.26097  0.000
H  -1.63240  -4.94019  0.34178  0.000
C  -2.47069  -3.32387  -1.55982  0.003
C  -0.92754  -4.10850  0.21344  0.001
N  -1.62359  -2.99070  -0.42557  0.011
H  -2.95142  -2.40992  -1.92329  0.000
C  -1.72739  -1.78170  0.18505  0.022
O  -0.86419  -1.30808  0.94518  0.049
H  -0.55056  -3.78467  1.18558  0.000
H  -2.68953  -1.26541  -0.02762  0.002
H  -1.86933  -3.74800  -2.37427  0.001
H  -0.09083  -4.44777  -0.41188  0.000
H  -2.30672  2.93119  4.21154  0.000
H  -4.58592  2.13655  2.97945  0.000
C  -2.04698  3.22064  3.18327  0.001
C  -4.05451  2.33299  2.03653  0.001
N  -2.61143  2.26837  2.24072  0.001
H  -0.95936  3.24419  3.06964  0.001
C  -1.83704  1.35432  1.64866  0.007
O  -0.59037  1.27149  1.90958  0.063
H  -4.36982  1.59940  1.28881  0.000
H  -2.33446  0.69482  0.92767  0.001
H  -2.48063  4.20905  2.98813  0.000
H  -4.34748  3.33991  1.70469  0.000
C  1.88532  -1.04620  -0.29976  0.126
H  1.08829  -1.81242  -0.39244  0.031
H  2.20299  -0.70407  -1.29856  0.021
H  2.71876  -1.56309  0.22290  0.011

***

(5)
C20H35AlN3OPS3SbSi | ωB97M-V/def2-TZVPD

Output
**Expectation value of S²**: 0.760
**Energy above the lowest of the compared OMol25 structures with the same formula, charge and spin**: 17.3 kcal per mole
**Spin multiplicity**: 2

Each line ends with the Löwdin spin population.
CARTESIAN COORDINATES (ANGSTROEM)
Al  1.31402  -10.36835  -15.17642  0.014
S  -2.87925  -11.11617  -16.70849  0.768
Sb  -0.68066  -11.11309  -17.55802  0.030
S  0.40724  -12.34011  -15.63183  0.102
S  0.40594  -8.94723  -16.61019  0.033
O  0.97076  -9.77191  -13.41600  0.000
P  -0.10717  -9.21008  -12.43865  0.000
N  -0.53573  -10.33998  -11.30211  0.000
C  0.05530  -11.69958  -11.17940  0.000
C  -0.73319  -12.41154  -10.03720  0.000
C  -1.58205  -11.33376  -9.37698  0.000
C  -1.69439  -10.19639  -10.36288  0.000
N  0.66138  -7.92341  -11.68010  0.000
C  0.16240  -7.08846  -10.55156  0.000
C  1.31146  -6.16279  -10.14009  0.000
C  2.59760  -7.00374  -10.49449  0.000
C  2.14581  -7.97528  -11.58632  0.000
N  -1.43448  -8.52607  -13.09198  0.004
C  -1.28943  -7.37427  -14.06274  0.001
C  -2.67633  -7.12813  -14.60150  0.000
C  -3.43415  -8.49006  -14.49922  0.003
C  -2.52658  -9.39635  -13.63071  0.013
H  1.14034  -11.73190  -10.93491  0.000
H  -0.10679  -12.24949  -12.10635  0.000
H  -0.00693  -12.78979  -9.34515  0.000
H  -1.27523  -13.31350  -10.40891  0.000
H  -1.05775  -10.99044  -8.44361  0.000
H  -2.56054  -11.65846  -9.06043  0.000
H  -1.74409  -9.17951  -9.90419  0.000
H  -2.63939  -10.26776  -10.92157  0.000
H  -0.13247  -7.72303  -9.71234  0.000
H  -0.76834  -6.55493  -10.86858  0.000
H  1.22578  -5.91465  -9.03794  0.000
H  1.23717  -5.15812  -10.68168  0.000
H  2.85434  -7.58550  -9.62679  0.000
H  3.48130  -6.44128  -10.83473  0.000
H  2.51033  -8.98514  -11.40890  0.000
H  2.54598  -7.63663  -12.58405  0.000
H  -0.59204  -7.68981  -14.90107  0.000
H  -0.93210  -6.45620  -13.56325  0.000
H  -2.61349  -6.79180  -15.62588  0.000
H  -3.21535  -6.32300  -14.05893  0.000
H  -3.60602  -9.01086  -15.46752  0.002
H  -4.44677  -8.38962  -14.11209  0.000
H  -2.05525  -10.13723  -14.30193  0.016
H  -3.05663  -9.88760  -12.83149  0.000
C  4.27492  -12.12618  -14.33639  0.001
Si  3.65424  -10.88871  -15.62650  0.008
C  3.73522  -11.65467  -17.32165  0.001
C  4.75988  -9.37523  -15.56714  0.002
C  6.04525  -9.52846  -15.02404  0.001
C  6.88010  -8.41475  -14.94456  0.000
C  6.56900  -7.20337  -15.52150  0.000
C  5.31451  -7.13566  -16.12154  0.000
C  4.36936  -8.15436  -16.11642  0.000
H  5.10875  -12.67012  -14.74593  0.000
H  3.49792  -12.85884  -14.17915  0.000
H  4.41267  -11.68369  -13.33290  0.000
H  4.68166  -11.44360  -17.82308  0.000
H  2.91028  -11.13364  -17.86220  0.000
H  3.48675  -12.69028  -17.31535  0.000
H  6.37874  -10.47021  -14.60982  0.000
H  7.77667  -8.42717  -14.32064  0.000
H  7.21369  -6.37486  -15.50637  0.000
H  5.07278  -6.18191  -16.63963  0.000
H  3.37454  -7.95392  -16.50100  0.000

***

no.,energy (eV),F_max (hartree/bohr)
1,-96938.67832,0.024
2,-6882.68934,0.095
3,-8931.21539,0.055
4,-50391.53528,0.092
5,-90638.30694,0.049